1.
Here is a structure of composition C32H32BrFN3O2V from the Open Molecules 2025 dataset. Energies are from the ωB97M-V functional and the def2-TZVPD basis.

The value obtained for the LUMO energy (spin up / spin down) is -0.1020 / -0.1019 hartree. Its spin multiplicity is 2. Its charge is +1. The frontier orbital gap (spin up / spin down) comes out at 7.500 / 7.108 eV.

Geometry (Å):
V -0.77836 -0.18559 -0.19513
C -2.99886 -1.91046 -2.05990
O -1.64013 -1.47858 -1.85975
C -0.68663 -2.01475 -2.69628
C -0.85400 -3.11976 -3.50216
C 0.22171 -3.53402 -4.28713
Br 0.01071 -5.04569 -5.39149
C 1.42906 -2.86953 -4.26419
C 1.59363 -1.75123 -3.44381
C 0.52363 -1.32839 -2.66516
O 0.59488 -0.24362 -1.84490
C 2.83087 -0.98570 -3.33570
N 2.92511 0.04606 -2.52263
C 4.21318 0.53836 -2.66430
C 4.84271 1.61941 -2.05070
C 6.15511 1.86496 -2.39450
C 6.83269 1.06202 -3.32656
C 6.22024 -0.00902 -3.94416
C 4.89761 -0.25180 -3.59236
N 3.98654 -1.21251 -4.00355
H -3.13858 -2.91400 -1.65969
H -3.23210 -1.87930 -3.12282
H -3.62883 -1.20649 -1.52676
H -1.78477 -3.66601 -3.53185
H 2.23949 -3.22879 -4.88328
H 1.57868 0.13198 -1.93605
H 4.31608 2.23962 -1.33812
H 6.67858 2.69521 -1.94077
H 7.86128 1.29242 -3.56777
H 6.74759 -0.62018 -4.66374
H 4.14865 -1.94120 -4.67662
C 1.53870 0.51143 0.98245
C 1.30101 0.98873 2.41800
C 1.06382 2.49906 2.45056
C 0.24805 0.17579 3.15267
C 0.60992 -0.42190 4.35554
C -0.27741 -1.22885 5.04344
C -1.52508 -1.48587 4.50325
C -1.93276 -0.91797 3.29839
C -3.29068 -1.34515 2.75650
C -3.21316 -2.00366 1.37832
C -4.37186 -0.26375 2.77370
C -1.04694 -0.03639 2.65179
N -1.41898 0.58070 1.42080
C -2.10838 1.78112 1.41322
C -2.50670 2.54129 2.51174
C -3.20485 3.72600 2.31398
C -3.52098 4.18087 1.04194
C -3.13123 3.44488 -0.07466
C -2.44384 2.28781 0.16170
F -2.01674 1.48994 -0.91003
H 2.49468 0.86827 0.59244
H 0.81156 0.99500 0.29333
H 1.56287 -0.58099 0.90577
H 2.23260 0.79696 2.95675
H 0.19219 2.78389 1.86150
H 1.93072 3.02650 2.04774
H 0.90469 2.84578 3.47153
H 1.60489 -0.25555 4.75097
H 0.01252 -1.68212 5.98199
H -2.20025 -2.15672 5.02092
H -3.62430 -2.12498 3.44595
H -3.02521 -1.25634 0.60154
H -4.16199 -2.48802 1.13788
H -2.42422 -2.75841 1.33410
H -4.21339 0.48693 2.00098
H -4.40801 0.24761 3.73599
H -5.34861 -0.71864 2.59893
H -2.26999 2.19743 3.51043
H -3.51098 4.30729 3.17359
H -4.06524 5.10491 0.90998
H -3.35220 3.76373 -1.08381

2.
Here is a structure of composition C6H10O from the Open Molecules 2025 dataset. Energies are from the ωB97M-V functional and the def2-TZVPD basis.

The value obtained for the LUMO energy is 0.0376 hartree. Its spin multiplicity is 1. Its charge is 0. The frontier orbital gap comes out at 9.468 eV.

Geometry (Å):
C -0.88424 1.00219 1.01031
C 0.54083 1.42637 1.19301
C -0.62492 0.20982 -0.29065
C 0.86204 0.34312 -0.42382
C -1.41720 -0.93786 -0.83074
C 2.11387 -0.40575 -0.74828
O -0.04764 1.02049 -1.22365
H -1.49327 0.40375 1.83449
H -1.58008 1.94133 0.77028
H 0.59130 2.49484 1.07118
H 1.05102 0.96139 1.96958
H -0.86957 -1.84000 -0.64885
H -1.56684 -0.70418 -1.90920
H -2.41747 -1.08985 -0.46934
H 2.30772 -0.24743 -1.77782
H 1.89261 -1.49081 -0.51948
H 2.84822 -0.06441 -0.02177

3.
Here is the ion C8H15N2O with charge +1 from the Open Molecules 2025 dataset. Energies are from the ωB97M-V functional and the def2-TZVPD basis.

The value obtained for the LUMO energy is -0.1084 hartree. Its spin multiplicity is 1. Its SMILES is CC[C@@]1(C(C)=O)CNC(C)=[NH+]1. Its charge is +1. The frontier orbital gap comes out at 10.294 eV.

Geometry (Å):
C -2.07204 1.44944 1.13441
C -1.25080 1.41846 -0.08154
C -0.19498 0.23133 -0.19323
C -0.97842 -1.20402 0.17141
C -2.08425 -1.62699 -0.82212
O -0.69241 -1.68137 1.22739
C 0.57367 0.18743 -1.56797
N 1.97662 -0.17339 -1.15430
C 2.00467 -0.02264 0.21694
C 3.30237 -0.36178 0.89374
N 0.87460 0.29326 0.80676
H -2.83804 0.67059 0.97530
H -2.46750 2.51195 1.30893
H -1.49176 1.18932 2.01876
H -0.71319 2.36753 -0.12438
H -1.85092 1.12939 -0.87457
H -2.17797 -0.96004 -1.68202
H -2.99943 -1.79251 -0.21415
H -1.76234 -2.68266 -1.18889
H 0.18665 -0.52756 -2.35120
H 0.62521 1.26926 -1.90131
H 2.66309 -0.49042 -1.75586
H 3.87640 -1.02497 0.32466
H 3.06283 -1.00484 1.71925
H 3.75597 0.56038 1.29832
H 0.67198 0.27486 1.81568

For each record above, in turn, the calculated total energy values are -5171.0291; -309.7138; -498.3243 Eh.